Below is a structure of composition C9H24CdN10O8, with properties calculated with ωB97M-V with the def2-TZVPD basis set.

XYZ file:
```
52
Properties=species:S:1:pos:R:3
Cd -22.648 6.602 4.429
N -22.033 3.558 5.164
O -21.893 4.762 5.070
O -22.452 3.021 6.154
O -21.439 2.917 4.326
C -20.124 8.530 5.713
O -21.098 7.558 5.481
H -19.115 8.325 5.357
H -20.397 9.402 5.119
H -20.124 8.903 6.737
C -21.791 5.878 1.620
O -21.635 6.525 2.616
N -21.617 4.574 1.600
N -22.329 6.261 0.556
H -22.001 4.079 0.808
H -21.462 3.991 2.411
H -22.624 7.215 0.405
H -22.608 5.598 -0.153
C -24.004 -0.415 5.724
O -24.012 0.197 6.721
N -23.812 0.091 4.566
N -24.415 -1.659 5.675
H -23.690 1.092 4.498
H -24.037 -0.539 3.809
H -24.274 -2.234 6.493
H -24.318 -2.135 4.789
C -19.736 1.104 1.637
O -19.166 0.905 0.596
N -19.259 1.065 2.858
N -20.983 1.358 1.749
H -19.735 1.375 3.693
H -18.263 0.923 2.945
H -21.510 1.145 0.914
H -21.338 1.541 2.677
C -20.963 5.136 9.105
O -21.739 4.192 9.241
N -20.372 5.801 10.068
N -20.728 5.703 7.914
H -20.202 6.756 9.789
H -20.596 5.481 11.000
H -21.083 5.252 7.083
H -20.252 6.588 7.813
N -18.408 5.447 4.297
C -17.856 4.264 3.994
C -17.024 4.351 2.932
C -16.948 5.674 2.558
C -17.977 6.252 3.319
H -19.174 5.690 4.910
H -18.000 3.413 4.644
H -16.470 3.554 2.458
H -16.381 6.068 1.728
H -18.362 7.259 3.262
```

maximum force	0.149	hartree/bohr
lowest unoccupied orbital energy	-2.55	eV
highest occupied orbital energy	-7.648	eV
electronic energy	-1674.3889	hartree
frontier orbital gap	5.094	eV